Entry 1:
{"formula": "C2H9N3O2", "method": "wB97M-V/def2-TZVPD", "total_energy_ev": -10783.457, "de_lowest_kj_mol": 249.5, "smiles": "CNC(=O)O.NN", "orbital_gap_ev": 9.0, "species": ["C", "N", "C", "O", "O", "H", "H", "H", "H", "H", "N", "N", "H", "H", "H", "H"], "xyz": [[-0.368, -1.627, -1.089], [0.318, -0.350, -1.047], [-0.351, 0.817, -0.495], [0.175, 1.916, -1.130], [-1.506, 0.819, -0.085], [-0.487, 2.612, -0.974], [0.943, -0.137, -1.815], [0.365, -2.412, -0.887], [-0.828, -1.777, -2.067], [-1.133, -1.699, -0.315], [1.018, 0.594, 1.321], [0.076, 0.172, 2.315], [0.075, -0.846, 2.377], [1.305, 1.562, 1.467], [1.265, -0.066, 0.431], [-0.869, 0.422, 1.994]]}

Entry 2:
{"formula": "C2H3F2P", "method": "wB97M-V/def2-TZVPD", "total_energy_ev": -16843.212, "de_lowest_kj_mol": 343.1, "smiles": "FC1=PC1.F", "orbital_gap_ev": 9.6, "species": ["C", "C", "F", "F", "P", "H", "H", "H"], "xyz": [[-0.288, -1.136, 0.535], [-0.511, 0.341, 0.239], [1.472, 1.014, -1.555], [-0.111, 1.517, 0.761], [-1.365, -0.520, -0.849], [0.752, -1.526, 0.538], [-0.794, -1.347, 1.415], [0.845, 1.656, -1.083]]}

Entry 3:
{"formula": "C3H4N2OP", "method": "wB97M-V/def2-TZVPD", "total_charge": 1, "total_energy_ev": -17485.594, "de_lowest_kj_mol": 0.0, "smiles": "O=P[n+]1cc[nH]c1", "orbital_gap_ev": 9.6, "species": ["C", "C", "C", "N", "N", "O", "P", "H", "H", "H", "H"], "xyz": [[0.645, -0.654, 0.031], [-0.549, -1.233, -0.057], [-0.860, 0.985, -0.004], [0.396, 0.707, 0.061], [-1.558, -0.184, -0.123], [-4.037, 0.733, 0.071], [-3.412, -0.571, 0.039], [1.570, -1.065, 0.137], [-0.905, -2.292, -0.167], [-1.273, 1.915, -0.047], [1.024, 1.509, 0.035]]}

Entry 4:
{"formula": "C17H22F3N4O3PPd", "method": "wB97M-V/def2-TZVPD", "total_charge": 2, "total_energy_ev": -50992.613, "de_lowest_kj_mol": 118.8, "orbital_gap_ev": 6.8, "species": ["Pd", "F", "C", "F", "F", "C", "O", "O", "C", "C", "C", "C", "C", "C", "C", "C", "N", "H", "H", "H", "H", "H", "H", "C", "N", "C", "N", "C", "N", "C", "P", "C", "C", "H", "H", "H", "H", "H", "H", "H", "H", "H", "H", "H", "H", "H", "C", "O", "H", "H", "H"], "xyz": [[-0.110, 0.085, 0.989], [-3.718, 0.336, -1.851], [-3.045, 1.494, -1.758], [-3.755, 2.343, -1.017], [-2.890, 1.999, -2.969], [-1.678, 1.217, -1.086], [-0.631, 1.409, -1.687], [-1.804, 0.748, 0.101], [0.025, -1.655, -0.325], [-0.859, -2.195, 0.627], [-0.341, -2.928, 1.743], [-1.191, -3.571, 2.599], [-2.578, -3.493, 2.369], [-3.118, -2.783, 1.285], [-2.274, -2.137, 0.424], [-3.463, -4.157, 3.277], [-4.170, -4.684, 4.013], [-0.351, -1.274, -1.268], [1.082, -1.887, -0.266], [0.731, -2.967, 1.886], [-0.821, -4.138, 3.441], [-4.190, -2.756, 1.141], [-2.670, -1.587, -0.420], [2.626, 4.623, 0.905], [1.697, 4.392, -0.300], [2.549, 3.847, -1.471], [3.262, 2.686, -1.073], [4.111, 2.962, 0.087], [3.319, 3.426, 1.226], [2.476, 2.377, 1.803], [1.282, 1.802, 0.521], [0.583, 3.446, 0.041], [2.416, 1.508, -0.892], [2.004, 4.970, 1.730], [3.323, 5.407, 0.609], [1.289, 5.286, -0.584], [3.233, 4.652, -1.738], [1.864, 3.643, -2.293], [4.833, 3.735, -0.177], [4.653, 2.060, 0.363], [1.950, 2.760, 2.679], [3.091, 1.537, 2.117], [0.004, 3.871, 0.863], [-0.054, 3.333, -0.833], [1.823, 1.312, -1.785], [3.035, 0.636, -0.677], [1.494, -0.515, 3.192], [1.580, -0.505, 1.776], [0.726, -1.205, 3.560], [1.282, 0.474, 3.614], [2.461, -0.843, 3.581]]}

Entry 5:
{"formula": "C4H7NO", "method": "wB97M-V/def2-TZVPD", "total_energy_ev": -7796.654, "de_lowest_kj_mol": 288.5, "smiles": "CC/N=C\\C=O", "orbital_gap_ev": 9.2, "species": ["C", "N", "C", "C", "C", "O", "H", "H", "H", "H", "H", "H", "H"], "xyz": [[-1.766, 0.273, 0.073], [0.014, -0.740, -0.590], [-0.593, -0.592, 0.706], [0.979, 0.013, -0.929], [2.138, 0.307, -0.057], [3.111, 0.919, -0.430], [-2.709, -0.134, 0.415], [-1.810, 0.218, -1.033], [-1.621, 1.325, 0.308], [0.033, -0.110, 1.497], [-1.002, -1.516, 1.131], [1.055, 0.284, -1.981], [2.135, -0.269, 0.893]]}

Entry 6:
{"formula": "C7H15O2", "method": "wB97M-V/def2-TZVPD", "total_charge": -2, "total_energy_ev": -11594.406, "de_lowest_kj_mol": 74.1, "orbital_gap_ev": [2.7, 7.8], "spin_multiplicity": 2, "species": ["C", "C", "C", "O", "O", "H", "H", "H", "H", "H", "C", "C", "C", "C", "H", "H", "H", "H", "H", "H", "H", "H", "H", "H"], "xyz": [[0.640, 2.463, -1.049], [0.057, 2.925, 0.264], [2.189, 2.087, -1.030], [2.941, 2.458, -0.122], [2.427, 1.401, -2.068], [0.209, 1.480, -1.284], [0.492, 2.994, -1.985], [-0.978, 3.248, 0.283], [0.841, 3.528, 0.786], [0.197, 2.067, 0.926], [-0.372, -1.466, 0.224], [0.155, -2.426, 1.313], [-0.881, -2.375, -0.923], [-1.442, -0.538, 0.809], [0.471, -0.857, -0.136], [0.844, -3.142, 0.839], [-0.594, -3.118, 1.692], [-1.516, -3.198, -0.590], [-1.241, -1.689, -1.685], [-0.003, -3.045, -1.096], [-1.032, 0.363, 1.276], [-2.054, -0.270, -0.045], [-2.130, -0.944, 1.540], [0.781, -1.946, 2.062]]}

Entry 7:
{"formula": "H5NS2", "method": "wB97M-V/def2-TZVPD", "total_energy_ev": -23241.033, "de_lowest_kj_mol": 56.4, "smiles": "SS.N", "orbital_gap_ev": 9.1, "species": ["N", "H", "H", "H", "S", "S", "H", "H"], "xyz": [[3.260, -3.301, 0.610], [3.435, -2.368, 0.844], [4.003, -3.935, 0.837], [2.965, -3.438, -0.303], [-4.244, 4.229, -0.499], [-2.891, 3.094, -1.478], [-3.627, 3.761, 0.646], [-2.901, 1.959, -0.658]]}

Entry 8:
{"formula": "CH2FO2S", "method": "wB97M-V/def2-TZVPD", "total_charge": -1, "total_energy_ev": -18716.019, "de_lowest_kj_mol": 94.1, "orbital_gap_ev": 8.2, "species": ["C", "O", "O", "F", "S", "H", "H"], "xyz": [[-1.034, -0.387, 0.012], [1.381, -0.505, 1.281], [1.220, -0.708, -1.120], [0.975, 2.061, -0.067], [0.652, -0.155, 0.075], [-1.538, -0.488, -1.018], [-1.656, 0.182, 0.836]]}

Entry 9:
{"formula": "C7H8N2O3", "method": "wB97M-V/def2-TZVPD", "total_energy_ev": -16505.553, "de_lowest_kj_mol": 586.7, "smiles": "C/C=[N+](/[O-])O.N#Cc1ccco1", "orbital_gap_ev": 9.2, "species": ["C", "C", "C", "C", "C", "C", "C", "N", "N", "O", "O", "O", "H", "H", "H", "H", "H", "H", "H", "H"], "xyz": [[-1.293, 1.410, 2.428], [-0.572, 0.263, 2.180], [-0.622, 2.446, 1.782], [0.482, 0.648, 1.351], [1.516, -0.028, 0.678], [0.139, -2.411, -1.575], [-0.382, -0.945, -1.216], [2.347, -0.683, 0.200], [-0.010, 0.111, -1.855], [-0.255, 1.274, -1.501], [1.037, -0.087, -2.706], [0.450, 1.984, 1.119], [-1.998, 1.541, 3.131], [-0.936, -0.812, 2.394], [-0.772, 3.603, 1.767], [0.965, -2.351, -2.164], [-0.718, -2.962, -2.063], [0.304, -2.989, -0.581], [-1.058, -0.824, -0.502], [1.374, 0.810, -2.868]]}

Entry 10:
{"formula": "C3H10NO3", "method": "wB97M-V/def2-TZVPD", "total_charge": 1, "total_energy_ev": -10898.737, "de_lowest_kj_mol": 166.6, "orbital_gap_ev": 10.2, "species": ["O", "C", "O", "C", "C", "N", "H", "H", "H", "H", "H", "H", "H", "H", "H", "H", "O"], "xyz": [[2.439, 1.468, -0.546], [2.148, 0.433, 0.020], [2.639, -0.058, 1.127], [1.149, -0.581, -0.409], [0.002, -0.432, 0.511], [0.724, -0.235, -1.792], [3.336, 0.542, 1.534], [1.748, -1.595, -0.499], [0.124, -1.040, 1.436], [-0.299, 0.636, 0.911], [-0.962, -0.853, 0.147], [0.076, 0.582, -1.832], [0.234, -1.015, -2.288], [1.433, -0.032, -2.517], [-4.804, 1.042, 2.128], [-5.304, 0.709, 0.655], [-4.684, 0.428, 1.414]]}

Entry 11:
{"formula": "C37H82CuF3IN11O13", "method": "wB97M-V/def2-TZVPD", "total_charge": 1, "total_energy_ev": -143598.526, "orbital_gap_ev": [8.7, 5.0], "spin_multiplicity": 2, "species": ["Cu", "I", "C", "C", "O", "N", "C", "H", "H", "H", "H", "H", "H", "H", "C", "C", "O", "N", "C", "H", "H", "H", "H", "H", "H", "H", "C", "C", "O", "N", "C", "H", "H", "H", "H", "H", "H", "H", "C", "C", "O", "N", "C", "H", "H", "H", "H", "H", "H", "H", "C", "C", "O", "N", "C", "H", "H", "H", "H", "H", "H", "H", "C", "C", "O", "N", "C", "H", "H", "H", "H", "H", "H", "H", "C", "C", "O", "N", "C", "H", "H", "H", "H", "H", "H", "H", "C", "C", "O", "N", "C", "H", "H", "H", "H", "H", "H", "H", "C", "C", "O", "N", "C", "H", "H", "H", "H", "H", "H", "H", "C", "C", "O", "N", "C", "H", "H", "H", "H", "H", "H", "H", "C", "C", "O", "N", "C", "H", "H", "H", "H", "H", "H", "H", "C", "C", "O", "C", "O", "C", "F", "F", "F", "H", "H", "H", "H", "H"], "xyz": [[2.218, -1.475, -0.046], [-0.156, 0.222, -0.105], [-3.832, -1.331, -2.061], [-4.419, -2.616, -1.615], [-5.175, -3.206, -2.354], [-4.044, -3.087, -0.388], [-4.587, -4.277, 0.223], [-4.437, -0.426, -2.006], [-3.478, -1.440, -3.086], [-2.989, -0.941, -1.489], [-3.390, -2.607, 0.214], [-4.422, -4.206, 1.298], [-4.158, -5.183, -0.205], [-5.659, -4.332, 0.033], [1.118, 7.692, -2.353], [0.936, 6.328, -1.686], [1.660, 5.985, -0.752], [0.058, 5.519, -2.299], [-0.128, 4.070, -1.968], [1.178, 8.508, -1.632], [0.237, 7.885, -2.966], [2.038, 7.727, -2.937], [-0.632, 5.808, -2.978], [0.552, 3.360, -2.438], [-1.103, 3.625, -2.168], [-0.007, 4.047, -0.885], [1.179, 3.782, 2.702], [2.646, 4.108, 2.676], [3.469, 3.776, 3.563], [2.989, 4.844, 1.610], [4.353, 5.235, 1.350], [0.707, 4.487, 2.017], [0.704, 3.881, 3.678], [1.113, 2.740, 2.387], [2.250, 4.976, 0.935], [4.923, 5.437, 2.258], [4.307, 6.125, 0.723], [4.792, 4.522, 0.653], [2.150, 0.048, 3.970], [3.193, -0.853, 3.303], [3.063, -1.099, 2.110], [4.183, -1.362, 4.025], [5.266, -2.273, 3.528], [1.384, -0.534, 4.483], [1.640, 0.660, 3.227], [2.658, 0.743, 4.639], [4.184, -1.155, 5.014], [4.832, -2.803, 2.680], [5.571, -2.918, 4.351], [6.073, -1.620, 3.194], [-0.205, -2.976, -3.056], [1.069, -3.643, -2.533], [1.633, -3.141, -1.558], [1.472, -4.737, -3.184], [2.629, -5.408, -2.889], [-0.830, -2.795, -2.181], [-0.729, -3.479, -3.869], [-0.097, -1.971, -3.463], [1.010, -4.983, -4.048], [2.902, -6.112, -3.675], [2.530, -6.054, -2.017], [3.389, -4.636, -2.767], [-0.940, -2.161, 4.600], [-1.864, -3.172, 3.847], [-2.497, -2.768, 2.857], [-1.793, -4.416, 4.207], [-2.510, -5.521, 3.559], [-1.084, -1.252, 4.015], [0.079, -2.546, 4.577], [-1.355, -2.017, 5.598], [-1.070, -4.594, 4.890], [-3.102, -5.918, 4.383], [-1.808, -6.321, 3.325], [-3.028, -5.347, 2.615], [3.452, 2.265, -1.307], [4.200, 1.388, -0.351], [3.734, 0.269, -0.086], [5.422, 1.732, 0.147], [6.094, 0.928, 1.174], [3.804, 3.294, -1.378], [2.393, 2.260, -1.050], [3.635, 1.805, -2.278], [5.809, 2.650, -0.017], [6.878, 1.566, 1.580], [6.460, 0.012, 0.710], [5.311, 0.674, 1.888], [4.076, -1.326, -4.384], [3.093, -0.742, -3.465], [3.003, -1.060, -2.248], [2.123, 0.075, -3.975], [1.906, 0.424, -5.437], [3.910, -2.403, -4.375], [5.095, -1.071, -4.093], [3.999, -1.042, -5.433], [1.421, 0.378, -3.314], [2.702, 1.108, -5.732], [0.962, 0.960, -5.526], [1.813, -0.407, -6.136], [-3.607, 0.459, 3.311], [-4.758, -0.337, 3.902], [-5.725, 0.270, 4.309], [-4.626, -1.659, 3.672], [-5.647, -2.638, 3.933], [-4.004, 1.280, 2.713], [-2.944, -0.058, 2.618], [-2.916, 0.847, 4.059], [-3.738, -1.939, 3.280], [-5.240, -3.604, 3.632], [-6.574, -2.414, 3.405], [-5.840, -2.682, 5.005], [-2.085, 1.708, -3.878], [-2.114, 0.707, -5.021], [-2.229, -0.490, -4.855], [-2.228, 1.195, -6.226], [-2.535, 0.393, -7.429], [-1.184, 2.319, -3.925], [-2.062, 1.315, -2.861], [-2.875, 2.458, -3.900], [-2.307, 2.201, -6.284], [-3.598, 0.176, -7.538], [-2.028, -0.570, -7.485], [-2.142, 1.020, -8.229], [-0.534, -4.308, 0.480], [0.596, -3.912, 1.451], [1.250, -2.900, 1.278], [0.919, -4.751, 2.447], [2.040, -4.560, 3.332], [-1.292, -4.743, 1.132], [-0.078, -4.958, -0.266], [-0.948, -3.432, -0.019], [0.513, -5.670, 2.548], [3.012, -4.703, 2.860], [1.985, -5.209, 4.206], [1.932, -3.583, 3.802], [-4.480, 2.159, 0.053], [-4.029, 3.562, -0.130], [-3.259, 4.095, 1.020], [-2.599, 5.330, 0.790], [-2.581, 5.960, -0.270], [-1.964, 5.916, 2.131], [-2.711, 6.938, 2.484], [-2.001, 4.959, 3.016], [-0.702, 6.333, 1.821], [-5.213, 2.169, 0.859], [-3.645, 1.508, 0.314], [-5.008, 1.858, -0.852], [-4.916, 4.181, -0.265], [-3.389, 3.637, -1.009]]}

Entry 12:
{"formula": "C36H28BaNP2S2Te", "method": "wB97M-V/def2-TZVPD", "total_charge": -1, "total_energy_ev": -87515.521, "de_lowest_kj_mol": 0.9, "orbital_gap_ev": 6.4, "species": ["Ba", "Te", "C", "C", "C", "N", "C", "C", "C", "P", "C", "C", "C", "C", "C", "C", "C", "C", "C", "C", "C", "C", "P", "C", "C", "C", "C", "C", "C", "C", "C", "C", "C", "C", "C", "H", "H", "H", "H", "H", "H", "H", "H", "H", "H", "H", "H", "H", "H", "H", "H", "H", "H", "H", "H", "H", "H", "H", "H", "S", "C", "C", "C", "C", "C", "C", "S", "H", "H", "H", "H"], "xyz": [[0.784, 0.376, -0.367], [1.821, -5.500, -0.126], [0.443, -7.064, -0.573], [0.131, -7.428, -1.877], [-0.874, -8.360, -2.096], [-1.572, -8.944, -1.123], [-1.263, -8.596, 0.125], [-0.275, -7.676, 0.448], [0.448, -3.934, -0.182], [-0.578, -3.797, 1.247], [-0.937, -1.986, 1.456], [-0.167, -1.265, 2.376], [-0.395, 0.092, 2.606], [-1.411, 0.754, 1.922], [-2.177, 0.051, 0.994], [-1.938, -1.300, 0.761], [-2.274, -4.357, 0.769], [-3.360, -4.114, 1.614], [-4.617, -4.622, 1.326], [-4.811, -5.405, 0.193], [-3.738, -5.669, -0.644], [-2.483, -5.145, -0.357], [0.146, -2.994, -1.624], [1.696, -2.051, -1.985], [2.745, -1.976, -1.069], [3.720, -0.985, -1.172], [3.661, -0.050, -2.195], [2.649, -0.143, -3.150], [1.686, -1.136, -3.048], [0.113, -4.080, -3.111], [1.262, -4.512, -3.773], [1.173, -5.363, -4.867], [-0.067, -5.804, -5.310], [-1.219, -5.377, -4.664], [-1.126, -4.515, -3.580], [0.642, -6.980, -2.720], [-1.135, -8.643, -3.111], [-1.843, -9.069, 0.910], [-0.092, -7.420, 1.484], [0.626, -1.777, 2.912], [0.232, 0.642, 3.296], [-1.581, 1.810, 2.088], [-2.955, 0.566, 0.442], [-2.539, -1.833, 0.036], [-3.218, -3.514, 2.507], [-5.448, -4.412, 1.988], [-5.791, -5.811, -0.028], [-3.869, -6.293, -1.521], [-1.646, -5.363, -1.008], [2.746, -2.657, -0.225], [4.500, -0.918, -0.424], [4.374, 0.762, -2.237], [2.588, 0.591, -3.942], [0.871, -1.168, -3.764], [2.234, -4.188, -3.425], [2.077, -5.689, -5.368], [-0.135, -6.473, -6.159], [-2.191, -5.710, -5.007], [-2.028, -4.173, -3.084], [0.554, 2.933, -1.731], [0.151, 3.351, -0.044], [-1.084, 4.003, 0.162], [-1.502, 4.448, 1.397], [-0.682, 4.243, 2.509], [0.514, 3.577, 2.347], [0.969, 3.106, 1.098], [2.513, 2.240, 1.091], [-1.703, 4.167, -0.712], [-2.453, 4.959, 1.497], [-0.979, 4.593, 3.491], [1.157, 3.400, 3.201]]}